Below is an isolated molecule of C23H31FN2O2, with properties calculated with ωB97M-V/def2-TZVPD.

Properties
LUMO energy: 0.791 eV
M: 386.5 g/mol
structure (SMILES): O[C@@H](COc1ccc(CNCCc2ccccc2F)cc1)CN1CCCCC1
relative energy (zero: lowest compared OMol25 entry of this formula, charge and spin): 0.879 eV
DFT total energy: -1254.86598 Ha

Geometry as XYZ:
```
59
C23H31FN2O2 | the OMol25 dataset | ωB97M-V/def2-TZVPD
O 2.656 0.895 -3.447
C 2.746 0.146 -2.258
C 3.340 -1.249 -2.546
O 3.339 -2.076 -1.408
C 2.151 -2.541 -0.916
C 2.208 -3.099 0.361
C 1.074 -3.615 0.951
C -0.147 -3.603 0.284
C -0.194 -3.055 -0.989
C 0.936 -2.526 -1.590
H 0.851 -2.111 -2.583
H -1.130 -3.041 -1.530
C -1.398 -4.081 0.978
N -1.999 -3.070 1.841
H -1.311 -2.765 2.524
C -2.508 -1.915 1.127
C -3.158 -0.937 2.113
C -3.814 0.191 1.376
C -5.179 0.217 1.128
C -5.760 1.253 0.416
C -4.980 2.291 -0.067
C -3.616 2.291 0.162
C -3.060 1.245 0.873
F -1.724 1.255 1.092
H -2.982 3.085 -0.200
H -5.431 3.099 -0.621
H -6.824 1.251 0.239
H -5.793 -0.589 1.503
H -2.386 -0.546 2.781
H -3.893 -1.478 2.710
H -1.730 -1.387 0.552
H -3.266 -2.272 0.420
H -2.153 -4.376 0.243
H -1.171 -4.946 1.608
H 1.135 -4.037 1.944
H 3.158 -3.115 0.872
H 2.811 -1.712 -3.389
H 4.397 -1.148 -2.817
C 3.568 0.844 -1.151
N 2.880 1.820 -0.342
C 1.871 1.265 0.540
C 1.475 2.310 1.578
C 0.932 3.550 0.877
C 1.973 4.063 -0.111
C 2.361 2.953 -1.084
H 3.143 3.309 -1.759
H 1.484 2.678 -1.695
H 1.588 4.919 -0.667
H 2.864 4.379 0.435
H 0.686 4.323 1.608
H 0.018 3.286 0.343
H 0.720 1.890 2.244
H 2.354 2.577 2.167
H 2.290 0.384 1.033
H 0.964 0.950 -0.005
H 4.427 1.341 -1.619
H 3.950 0.071 -0.477
H 1.712 0.025 -1.919
H 3.546 1.131 -3.734
```